(1)
Density functional theory data (ωB97M-V with the def2-TZVPD basis set) for a molecular structure, C30H46IrN4O5Si2.

The geometry in XYZ format:
```
88
Properties=species:S:1:pos:R:3:forces:R:3
Ir 0.8886 -0.2691 0.0041 0.3 -0.2 0.4
C 5.1566 -1.3742 3.0723 0.0 0.0 0.0
N 4.5685 -1.1810 1.7430 0.0 0.0 0.0
C 5.4867 -1.1079 0.5983 0.0 0.0 0.0
C 3.2978 -0.9166 1.5597 0.0 0.0 0.0
O 2.8703 -0.6319 0.4060 0.0 0.0 -0.1
C 2.3527 -0.9375 2.7530 0.0 0.0 0.0
O 1.0365 -0.5648 2.3542 0.0 0.1 0.0
C -0.0128 -1.4859 2.6519 0.0 -0.1 0.0
C -0.2383 -2.4309 1.4765 0.0 0.0 -0.1
O 0.3845 -2.2134 0.3866 -0.1 0.0 0.1
N -1.0412 -3.4527 1.6031 0.0 0.0 0.0
C -1.7876 -3.7444 2.8287 0.0 0.0 0.0
C -1.2889 -4.3703 0.4863 0.0 0.0 0.0
H 6.0125 -2.0355 2.9746 0.0 0.0 0.0
H 5.4907 -0.4225 3.4865 0.0 0.0 0.0
H 4.4532 -1.8437 3.7538 0.0 0.0 0.0
H 6.3745 -1.6853 0.8367 0.0 0.0 0.0
H 5.0064 -1.5221 -0.2834 0.0 0.0 0.0
H 5.7670 -0.0727 0.4034 0.0 0.0 0.0
H 2.3543 -1.9352 3.1973 0.0 0.0 0.0
H 2.6965 -0.2251 3.5051 0.0 0.0 0.0
H 0.2198 -2.0456 3.5583 0.0 0.0 0.0
H -0.9182 -0.9014 2.8277 0.0 0.0 0.0
H -1.8444 -2.8785 3.4801 0.0 0.0 0.0
H -2.8037 -4.0127 2.5478 0.0 0.0 0.0
H -1.3326 -4.5815 3.3578 0.0 0.0 0.0
H -0.6369 -4.1288 -0.3440 0.0 0.0 0.0
H -1.0987 -5.3886 0.8216 0.0 0.0 0.0
H -2.3304 -4.2804 0.1806 0.0 0.0 0.0
C 0.9721 0.3043 -4.9356 0.0 0.1 0.0
Si 0.8644 0.8578 -3.1550 0.1 0.0 0.0
C 2.2656 2.0558 -2.8317 0.0 0.0 0.0
C -0.8367 1.6279 -2.9945 -0.1 -0.1 0.0
C 0.9469 -0.6576 -1.9476 -0.1 0.0 0.0
Si 2.4047 -1.8910 -2.4422 0.0 0.0 -0.1
C 3.9713 -0.9235 -2.7371 0.0 0.0 0.0
C 1.8437 -2.7818 -3.9828 0.0 0.0 0.0
C 2.6613 -3.2816 -1.2102 0.0 0.0 0.1
H 0.7419 1.1956 -5.5288 0.0 0.0 0.0
H 0.2377 -0.4538 -5.2059 0.0 0.0 0.0
H 1.9626 -0.0319 -5.2387 0.0 0.0 0.0
H 1.9298 3.0701 -3.0600 0.0 0.0 0.0
H 3.1003 1.8406 -3.4999 0.0 0.0 0.0
H 2.6392 2.0606 -1.8100 0.0 0.0 0.0
H -0.8017 2.6854 -3.2662 0.0 0.0 0.0
H -1.3173 1.5513 -2.0206 0.0 0.0 -0.1
H -1.5100 1.1397 -3.7034 0.0 0.0 0.0
H 0.0865 -1.3320 -2.0976 0.0 0.0 0.0
H 3.9128 -0.3828 -3.6818 0.0 0.0 0.0
H 4.8168 -1.6119 -2.8159 0.0 0.0 0.0
H 4.1861 -0.1980 -1.9514 0.0 0.0 0.0
H 1.8784 -2.1895 -4.8914 0.0 0.0 0.0
H 0.8371 -3.1916 -3.8744 0.0 0.0 0.0
H 2.5213 -3.6304 -4.1161 0.0 0.0 0.0
H 2.8945 -2.9937 -0.1874 0.0 0.0 0.0
H 3.4855 -3.8953 -1.5843 0.0 0.0 0.0
H 1.7771 -3.9207 -1.1892 0.0 0.0 0.0
O 0.9199 1.8572 -0.1348 -0.1 0.1 0.0
C -0.3221 1.8702 0.1391 0.0 -0.2 0.0
N -1.2239 2.7981 0.3455 0.0 0.0 0.1
C -2.5175 2.1733 0.7496 0.0 0.0 0.1
C -2.1348 0.6582 0.7278 0.1 0.0 0.2
O -2.7888 -0.2804 1.0837 0.0 0.0 0.0
N -0.8265 0.6053 0.2719 -0.2 0.2 -0.3
C -2.8525 2.6159 2.1696 -0.1 0.0 0.0
C -2.0471 2.1920 3.2247 0.0 0.0 0.0
C -2.2936 2.6235 4.5162 0.0 0.0 0.0
C -3.3500 3.4915 4.7640 0.0 0.0 0.0
C -4.1474 3.9242 3.7173 0.0 0.0 0.0
C -3.9017 3.4890 2.4208 0.0 0.0 0.0
C -3.6172 2.4293 -0.2694 0.0 0.0 0.0
C -3.4646 3.3567 -1.2906 0.0 0.0 0.0
C -4.5061 3.5917 -2.1793 0.0 0.0 0.0
C -5.6981 2.8981 -2.0531 0.0 0.0 0.0
C -5.8513 1.9685 -1.0320 0.0 0.0 0.0
C -4.8187 1.7355 -0.1395 0.0 0.0 0.0
H -1.0314 3.7848 0.4316 0.0 0.0 0.0
H -1.2046 1.5301 3.0384 0.0 0.0 0.0
H -1.6652 2.2887 5.3308 0.0 0.0 0.0
H -3.5475 3.8299 5.7719 0.0 0.0 0.0
H -4.9677 4.6033 3.9056 0.0 0.0 0.0
H -4.5356 3.8265 1.6120 0.0 0.0 0.0
H -2.5396 3.9047 -1.4134 0.0 0.0 0.0
H -4.3812 4.3210 -2.9683 0.0 0.0 0.0
H -6.5090 3.0829 -2.7443 0.0 0.0 0.0
H -6.7821 1.4278 -0.9260 0.0 0.0 0.0
H -4.9492 1.0208 0.6622 0.0 0.0 0.0
```
Positions in Å, forces in eV/Å.

<S²> ... 0.75
Frontier orbital gap (alpha / beta) ... 8.2 / 5.9 eV
LUMO level (alpha / beta) ... -5.35 / -7.71 eV
Multiplicity ... 2
Relative energy (zero: lowest compared OMol25 entry of this formula, charge and spin) ... 0.000 eV
Charge ... +2

=====

(2)
Density functional theory data (ωB97M-V with the def2-TZVPD basis set) for 9 unconnected molecules or ions with the total composition C30H46N5O25 in a non-equilibrium geometry.

The geometry in XYZ format:
```
106
Properties=species:S:1:pos:R:3:forces:R:3
C 0.4649 2.8509 -1.9422 -0.3 -0.3 -0.3
C 0.9243 2.6922 -3.3912 0.1 0.8 0.6
O 0.4753 1.4196 -3.9348 0.1 -0.1 0.0
C 1.1491 0.3925 -3.4630 -0.4 0.3 -0.2
N 2.4438 0.1919 -3.5868 0.3 -0.4 0.5
C 2.6652 -0.9604 -2.9065 -0.1 0.8 -0.6
N 3.8476 -1.5275 -2.7318 -0.1 -0.9 0.0
C 4.0279 -2.7520 -1.9293 0.8 0.9 0.5
N 4.1206 -2.4475 -0.5112 -0.7 -0.9 -0.3
C 2.9422 -2.7793 0.2842 0.3 0.6 0.6
N 1.5162 -1.4433 -2.4293 -0.2 -0.5 0.5
N 0.5250 -0.5727 -2.7754 0.8 0.5 -0.7
H -0.3333 3.5826 -1.8741 -0.1 0.1 0.1
H 1.2578 3.1319 -1.2641 0.2 0.1 0.0
H 0.0710 1.8956 -1.5949 -0.1 0.0 0.2
H 0.4981 3.4677 -4.0126 -0.2 -0.2 -0.3
H 2.0005 2.8173 -3.4366 0.2 -0.5 -0.4
H 4.6612 -1.0806 -3.1130 -0.1 0.2 -0.2
H 4.9768 -3.1795 -2.2402 0.0 0.0 -0.3
H 3.2515 -3.4790 -2.1513 -0.2 0.0 0.1
H 4.3907 -1.4881 -0.3666 0.2 0.1 0.0
H 2.6132 -3.8040 0.1453 0.1 -0.1 -0.2
H 3.2190 -2.6915 1.3306 -0.1 -0.1 0.2
H 2.1036 -2.0822 0.1512 -0.2 -0.1 -0.1
H 1.3221 -2.2838 -1.9086 0.0 -0.1 -0.1
H -0.4453 -0.6998 -2.5177 0.4 -0.1 -0.3
C -2.1065 -2.2426 -5.0509 -0.3 -0.3 -0.3
C -1.0149 -3.2232 -4.6683 -0.3 0.4 -0.3
O -1.7151 -4.4659 -4.6438 -0.1 0.0 0.0
C -2.8102 -4.3489 -5.4441 0.0 0.4 -0.2
O -3.5030 -5.2510 -5.7683 -0.2 -0.3 0.0
O -2.9934 -3.0570 -5.8192 0.1 -0.6 -0.2
H -1.7391 -1.4070 -5.6441 -0.1 0.0 -0.2
H -2.6483 -1.8517 -4.1859 0.2 -1.3 -1.9
H -0.2238 -3.2791 -5.4109 0.1 0.0 0.0
H -0.5757 -3.0144 -3.7003 0.0 -0.2 0.1
C 0.1573 5.2302 1.2060 0.0 0.1 0.2
C -0.5565 4.8852 2.4931 -0.1 0.2 0.1
O -0.7203 3.4527 2.3795 0.1 0.0 0.0
C 0.2359 3.0037 1.5455 0.3 0.0 -0.1
O 0.5241 1.8591 1.3478 -0.4 -0.4 0.2
O 0.8652 4.0075 0.9322 0.2 0.3 0.1
H 0.8440 6.0669 1.2960 0.2 -0.1 0.0
H -0.5298 5.4267 0.3984 0.0 0.0 -0.1
H 0.0391 5.1011 3.3815 0.0 -0.1 0.0
H -1.5210 5.3778 2.5835 -0.1 -0.2 -0.1
C 1.7149 -1.3197 4.0668 0.1 0.2 0.0
C 1.0426 -1.5451 5.4020 0.0 0.2 0.2
O 0.5812 -2.8984 5.2861 0.1 0.1 -0.1
C 1.3503 -3.5249 4.3668 0.1 -0.1 0.1
O 1.3380 -4.6942 4.1628 0.0 -0.1 -0.1
O 2.1430 -2.6413 3.7120 -0.2 0.1 0.0
H 2.5641 -0.6443 4.1287 0.1 -0.2 0.0
H 1.0241 -0.9544 3.3029 0.0 0.0 0.0
H 1.7412 -1.4804 6.2379 0.0 0.0 -0.1
H 0.2107 -0.8683 5.5794 -0.1 -0.2 0.0
C -4.1196 5.1995 -0.7069 -0.3 -0.3 0.1
C -4.2979 6.0792 -1.9198 -0.2 0.0 -0.2
O -3.3388 7.1207 -1.6843 0.0 -0.2 0.0
C -2.3880 6.6411 -0.8655 -0.1 0.3 -0.1
O -1.3665 7.2026 -0.6123 0.0 -0.1 0.0
O -2.7420 5.4315 -0.3605 0.0 0.0 -0.1
H -4.2940 4.1459 -0.9136 0.2 0.0 0.0
H -4.7464 5.5098 0.1239 0.0 0.1 0.0
H -4.0419 5.5708 -2.8514 0.1 0.0 0.0
H -5.3012 6.4870 -2.0006 0.1 0.2 0.1
C -4.9923 7.3070 3.6034 0.1 0.0 0.2
C -6.3843 7.8541 3.8284 -0.1 0.0 0.2
O -6.8093 8.1629 2.4969 0.1 -0.1 0.0
C -6.1029 7.3989 1.6403 -0.1 0.2 0.1
O -6.3330 7.2981 0.4793 0.1 -0.1 -0.1
O -5.0900 6.7589 2.2822 -0.1 0.1 0.0
H -4.7156 6.5384 4.3205 0.0 -0.1 -0.2
H -4.2298 8.0877 3.6047 0.0 0.0 0.0
H -7.0636 7.1125 4.2515 0.0 0.0 0.0
H -6.3967 8.7430 4.4527 -0.1 0.1 -0.2
C 3.9393 -5.7786 6.8176 0.0 -0.3 -0.2
C 2.9881 -5.6033 7.9781 -0.1 -0.2 0.1
O 3.2920 -4.2766 8.4231 0.1 0.0 -0.1
C 3.8335 -3.6019 7.3856 0.0 0.0 0.0
O 4.0332 -2.4297 7.3746 -0.1 0.2 -0.1
O 4.1106 -4.4343 6.3524 -0.1 0.0 0.2
H 3.5359 -6.4086 6.0293 0.0 0.2 -0.1
H 4.9107 -6.1692 7.1258 0.0 0.1 0.0
H 1.9417 -5.6407 7.6707 0.0 0.0 0.0
H 3.1503 -6.3241 8.7750 0.1 0.2 0.1
C -1.5231 -0.9141 0.2786 0.3 0.3 0.7
C -3.0071 -0.6425 0.3546 -0.1 -0.1 0.2
O -3.3254 -0.3347 -1.0130 0.4 -0.3 -0.4
C -2.3928 -0.9037 -1.8051 -1.2 0.3 1.6
O -2.4465 -0.9662 -2.9896 0.6 1.9 1.8
O -1.3611 -1.3882 -1.0675 -0.4 -0.2 -0.1
H -1.1880 -1.6613 0.9935 0.0 -0.1 -0.2
H -0.9256 -0.0083 0.4024 0.0 0.0 0.0
H -3.5801 -1.5168 0.6659 0.0 0.0 -0.1
H -3.2537 0.1922 1.0049 0.0 0.1 -0.2
C 3.7728 -6.5027 -4.7820 0.2 -0.2 -0.1
C 3.8175 -5.6017 -5.9959 0.2 -0.1 -0.2
O 2.6491 -4.7876 -5.8111 0.1 0.0 0.1
C 2.3505 -4.7816 -4.5024 -0.1 -0.1 -0.1
O 1.5314 -4.0668 -4.0036 0.5 0.1 0.3
O 3.0864 -5.6806 -3.8228 0.0 0.1 -0.1
H 4.7583 -6.7798 -4.4188 0.0 0.1 0.2
H 3.1880 -7.4072 -4.9496 -0.1 0.0 0.0
H 4.6966 -4.9556 -6.0086 0.0 0.0 0.0
H 3.7645 -6.1456 -6.9343 -0.2 0.1 0.0
```
Positions in Å, forces in eV/Å.

Frontier orbital gap ... 9.9 eV
LUMO level ... -1.87 eV
Charge ... +1

=====

(3)
Density functional theory data (ωB97M-V with the def2-TZVPD basis set) for a molecular structure, C30H47BiGe2N4S4.

The geometry in XYZ format:
```
88
Properties=species:S:1:pos:R:3:forces:R:3
Bi 0.0322 0.2752 -1.1223 0.1 0.1 0.0
C -0.1487 -0.6796 -5.2226 0.0 0.0 0.0
C -1.5571 -1.1927 -4.9588 0.0 0.0 0.0
S -2.0061 -1.3501 -3.2064 0.0 -0.1 0.1
C -3.6021 -0.4938 -3.1187 0.0 0.0 0.0
C -3.6406 0.9608 -3.5777 0.0 0.0 0.0
S -2.4478 2.0344 -2.7354 0.0 0.0 0.0
C -1.6374 2.8952 -4.1072 0.0 0.0 0.0
C -0.9476 2.0451 -5.1691 0.0 0.0 0.0
S 0.3182 0.9209 -4.5167 0.0 0.0 0.0
H 0.0131 -0.6592 -6.3017 0.0 0.0 0.0
H 0.5924 -1.3718 -4.8150 0.0 0.0 0.0
H -1.6546 -2.1748 -5.4221 0.0 0.0 0.0
H -2.3008 -0.5555 -5.4337 0.0 0.0 0.0
H -3.8923 -0.5770 -2.0696 0.0 0.0 0.0
H -4.3342 -1.0670 -3.6894 0.0 0.0 0.0
H -4.6457 1.3441 -3.4003 0.0 0.0 0.0
H -3.4684 1.0369 -4.6501 0.0 0.0 0.0
H -0.9129 3.5477 -3.6156 0.0 0.0 0.0
H -2.3646 3.5485 -4.5916 0.0 0.0 0.0
H -0.4723 2.7193 -5.8819 0.0 0.0 0.0
H -1.6680 1.4592 -5.7377 0.0 0.0 0.0
C 4.6599 0.7087 -1.3236 0.0 0.0 0.0
C 3.2292 0.2839 -1.3076 0.1 0.1 0.0
N 2.2661 1.0361 -0.8889 -0.1 0.0 0.0
N 2.6423 2.2565 -0.3997 0.0 0.0 0.1
C 1.7442 3.0845 0.0126 0.0 0.0 0.0
N 2.1391 4.2407 0.5641 0.0 0.0 0.0
S -0.0149 2.8921 -0.1789 0.0 0.0 0.0
C 2.8857 -1.0864 -1.7427 0.0 0.0 0.0
C 3.8533 -1.9986 -2.1378 0.1 -0.1 0.0
C 3.4687 -3.2797 -2.5036 0.0 0.0 0.0
C 2.1273 -3.6239 -2.4693 0.0 0.0 0.0
C 1.2156 -2.6675 -2.0634 0.0 0.0 0.0
N 1.5920 -1.4368 -1.7058 -0.1 0.0 0.0
H 4.7489 1.7765 -1.1745 0.0 0.0 0.0
H 5.1252 0.4358 -2.2705 0.0 0.0 0.0
H 5.2034 0.1990 -0.5224 0.0 0.0 0.0
H 3.1263 4.4401 0.6177 0.0 0.0 0.0
H 1.4828 4.9810 0.7379 0.0 0.0 0.0
H 4.8974 -1.7241 -2.1528 0.0 0.0 0.0
H 4.2146 -4.0012 -2.8092 0.0 0.0 0.0
H 1.7864 -4.6114 -2.7464 0.0 0.0 0.0
H 0.1545 -2.8858 -2.0178 0.0 0.0 0.0
C 0.6648 4.2350 3.7469 0.0 0.0 0.0
C -0.5952 4.3791 2.8926 0.0 0.0 0.0
Ge -1.0907 2.7678 1.9212 0.0 0.0 0.0
C -2.8990 2.6933 1.1827 0.0 0.0 0.0
C -3.3206 1.2852 0.7673 0.0 0.0 0.0
C -0.7769 1.2252 3.0334 0.1 0.1 0.2
C -0.4693 -0.0713 2.9285 0.0 0.1 -0.2
Ge 0.2742 -0.9907 1.3543 0.0 0.0 -0.1
C 2.2148 -1.2491 1.6791 0.0 0.0 0.0
C 2.7874 -2.6579 1.5164 0.0 0.0 -0.1
C -0.8673 -2.5584 0.9516 -0.1 -0.1 0.1
C -0.3402 -3.9568 1.2737 0.0 0.0 0.0
C -0.6959 -0.9731 4.0906 0.0 -0.1 0.0
C 0.1444 -2.0545 4.3638 0.0 0.0 0.1
C -0.0851 -2.8817 5.4531 0.0 0.0 0.0
C -1.1748 -2.6557 6.2806 0.0 0.0 0.0
C -2.0355 -1.6019 6.0055 0.0 0.0 0.0
C -1.8009 -0.7735 4.9203 -0.1 0.0 0.0
H 0.8488 5.1493 4.3103 0.0 0.0 0.0
H 1.5503 4.0298 3.1435 0.0 0.0 0.0
H 0.5674 3.4220 4.4667 0.0 0.0 0.0
H -0.5296 5.2154 2.1939 0.0 0.0 0.0
H -1.4592 4.6011 3.5265 0.0 0.0 0.0
H -2.9862 3.4002 0.3555 0.0 0.0 0.0
H -3.5592 3.0595 1.9735 0.0 0.0 0.0
H -2.6876 0.8907 -0.0362 0.0 0.0 0.0
H -4.3439 1.2833 0.3892 0.0 0.0 0.0
H -3.2680 0.5861 1.6027 0.0 0.0 0.0
H -1.0842 1.5451 4.0381 0.0 0.0 -0.1
H 2.3835 -0.8817 2.6937 0.0 0.0 0.0
H 2.7557 -0.5530 1.0370 0.0 0.0 0.0
H 2.3091 -3.3799 2.1753 0.0 0.0 0.0
H 3.8540 -2.6636 1.7483 0.0 0.0 0.0
H 2.6704 -3.0319 0.4954 0.0 0.0 0.0
H -1.1633 -2.5066 -0.1023 0.0 0.0 0.0
H -1.7892 -2.3772 1.5128 0.0 0.0 0.0
H 0.5796 -4.1855 0.7351 0.0 0.0 0.0
H -1.0801 -4.7106 1.0009 0.0 0.0 0.0
H -0.1393 -4.0697 2.3392 0.0 0.0 0.0
H 1.0131 -2.2512 3.7516 0.1 0.0 -0.1
H 0.5912 -3.7022 5.6552 0.0 0.0 0.0
H -1.3602 -3.3014 7.1283 0.0 0.0 0.0
H -2.9013 -1.4322 6.6321 0.0 0.0 0.0
H -2.5086 0.0173 4.6991 0.0 0.0 0.0
```
Positions in Å, forces in eV/Å.

Frontier orbital gap ... 6.6 eV
LUMO level ... -6.11 eV
Relative energy (zero: lowest compared OMol25 entry of this formula, charge and spin) ... 0.000 eV
Charge ... +2